{"formula": "C61H159N9O19", "method": "the ωB97M-V functional and the def2-TZVPD basis", "species": ["C", "C", "C", "O", "H", "H", "H", "H", "H", "H", "H", "H", "C", "C", "C", "O", "H", "H", "H", "H", "H", "H", "H", "H", "C", "C", "C", "O", "H", "H", "H", "H", "H", "H", "H", "H", "C", "C", "C", "O", "H", "H", "H", "H", "H", "H", "H", "H", "C", "C", "C", "O", "H", "H", "H", "H", "H", "H", "H", "H", "C", "O", "C", "C", "N", "C", "C", "O", "C", "H", "H", "H", "H", "H", "H", "H", "H", "H", "H", "H", "H", "H", "H", "H", "C", "O", "C", "C", "N", "C", "C", "O", "C", "H", "H", "H", "H", "H", "H", "H", "H", "H", "H", "H", "H", "H", "H", "H", "C", "O", "C", "C", "N", "C", "C", "O", "C", "H", "H", "H", "H", "H", "H", "H", "H", "H", "H", "H", "H", "H", "H", "H", "C", "O", "C", "C", "N", "C", "C", "O", "C", "H", "H", "H", "H", "H", "H", "H", "H", "H", "H", "H", "H", "H", "H", "H", "C", "O", "C", "C", "N", "C", "C", "O", "C", "H", "H", "H", "H", "H", "H", "H", "H", "H", "H", "H", "H", "H", "H", "H", "C", "C", "C", "O", "C", "N", "H", "H", "H", "H", "H", "H", "H", "H", "H", "H", "H", "C", "C", "C", "O", "C", "N", "H", "H", "H", "H", "H", "H", "H", "H", "H", "H", "H", "C", "C", "C", "O", "C", "N", "H", "H", "H", "H", "H", "H", "H", "H", "H", "H", "H", "C", "C", "C", "O", "C", "N", "H", "H", "H", "H", "H", "H", "H", "H", "H", "H", "H"], "coordinates": [[1.98502, 5.97357, -2.97813], [2.06330, 4.49384, -3.28087], [0.79991, 3.69976, -3.04534], [2.56421, 4.29489, -4.60851], [2.96875, 6.43733, -3.01261], [1.57102, 6.08558, -1.97223], [1.30141, 6.51366, -3.64008], [2.73458, 4.00818, -2.56135], [1.01111, 2.63556, -3.19522], [-0.04049, 3.91950, -3.70965], [0.50608, 3.72993, -1.99252], [2.12177, 4.97251, -5.13278], [-2.45747, -5.78829, -1.79910], [-1.86055, -4.61293, -2.55182], [-2.84739, -3.48056, -2.65645], [-0.67213, -4.13470, -1.90661], [-3.29850, -6.26428, -2.30542], [-2.77384, -5.60741, -0.77117], [-1.66573, -6.54094, -1.71848], [-1.55639, -4.93747, -3.55073], [-3.70512, -3.82176, -3.23568], [-2.41209, -2.66301, -3.24149], [-3.11930, -3.02663, -1.70582], [0.09343, -4.68771, -2.08621], [3.40963, 3.84536, 1.86109], [2.69274, 4.38454, 0.63627], [1.19291, 4.05729, 0.80705], [2.82864, 5.78358, 0.49091], [4.48668, 3.94612, 1.67145], [3.21127, 2.78161, 1.99358], [3.20213, 4.35577, 2.80120], [3.04627, 3.88360, -0.27443], [0.70256, 4.52069, -0.05445], [0.82787, 4.54663, 1.71130], [0.97852, 2.99328, 0.84510], [3.68984, 6.01607, 0.85614], [-7.54645, -0.14744, -2.93489], [-6.43387, -0.34731, -1.92512], [-5.79749, -1.74561, -2.03014], [-5.40923, 0.60358, -2.12872], [-7.86425, 0.89494, -2.93543], [-8.41725, -0.76941, -2.72532], [-7.19112, -0.41906, -3.93242], [-6.86449, -0.30864, -0.91578], [-6.54660, -2.54220, -2.01490], [-5.14269, -1.96664, -1.18614], [-5.27131, -1.72660, -2.98575], [-4.85980, 0.51393, -1.31759], [1.76405, -5.25706, 2.10879], [0.30544, -4.83290, 1.91185], [-0.47420, -5.96381, 1.25012], [-0.21064, -4.58064, 3.22090], [2.36825, -4.55055, 2.67660], [2.26235, -5.34431, 1.13443], [1.91355, -6.25299, 2.53569], [0.33937, -3.90804, 1.33509], [-0.33424, -6.86729, 1.84761], [-0.11148, -6.17150, 0.24431], [-1.53947, -5.73749, 1.23320], [0.05465, -5.28232, 3.82040], [-2.41460, -0.27045, 5.59354], [-3.33642, -0.22780, 6.66244], [-4.59127, 0.29132, 6.28379], [-5.47018, 0.46312, 7.51790], [-5.85131, -0.80674, 8.12926], [-6.67439, -0.56773, 9.30282], [-7.15615, -1.86160, 9.91895], [-7.92125, -1.66178, 11.09611], [-8.33496, -2.86882, 11.67320], [-2.77436, -0.84592, 4.73702], [-1.46762, -0.60264, 6.01534], [-2.24237, 0.75804, 5.24706], [-5.09133, -0.34088, 5.54986], [-4.49673, 1.30444, 5.87332], [-6.31071, 1.09607, 7.23581], [-4.85110, 0.99243, 8.25786], [-4.98455, -1.22210, 8.45583], [-7.53306, 0.05635, 9.04638], [-6.10961, 0.01834, 10.04726], [-6.34899, -2.56677, 10.13585], [-7.83597, -2.27090, 9.16171], [-8.81884, -3.51623, 10.93507], [-9.05576, -2.68085, 12.46852], [-7.50313, -3.39405, 12.15637], [10.87265, -2.74933, -2.94580], [10.15000, -2.92204, -1.77187], [10.75422, -2.30381, -0.65405], [10.04575, -2.60597, 0.64241], [8.72812, -2.00036, 0.68954], [7.97337, -2.42724, 1.85720], [6.51916, -2.05812, 1.73780], [5.82358, -2.59022, 2.87008], [4.49135, -2.15884, 2.87539], [11.18655, -1.70826, -3.10831], [10.31395, -3.05926, -3.82667], [11.81475, -3.31599, -2.95617], [10.78543, -1.22653, -0.88409], [11.83527, -2.50263, -0.61791], [10.69053, -2.21631, 1.43389], [9.99283, -3.69048, 0.80683], [8.23030, -2.06149, -0.18585], [8.36745, -1.95986, 2.76322], [8.06225, -3.51447, 1.97747], [6.10364, -2.55844, 0.85225], [6.34546, -0.98467, 1.64260], [3.83120, -2.74329, 2.22627], [4.32038, -1.13768, 2.49640], [4.12321, -2.02767, 3.89307], [-1.84650, -0.84075, -5.96640], [-0.54752, -0.41830, -6.30649], [-0.31290, 0.91821, -5.92480], [0.98597, 1.38854, -6.53743], [0.91748, 1.39055, -8.00827], [2.24777, 1.70147, -8.53937], [2.30572, 1.38225, -10.03090], [1.86012, 0.07374, -10.30415], [1.78470, -0.22031, -11.67703], [-2.04598, -0.68932, -4.90141], [-2.02612, -1.88623, -6.21151], [-2.59508, -0.28778, -6.54626], [-0.30804, 1.08675, -4.83725], [-1.17106, 1.50264, -6.29012], [1.77157, 0.70676, -6.21313], [1.16435, 2.41769, -6.22097], [0.62260, 0.47363, -8.32746], [3.02247, 1.19196, -7.95433], [2.33998, 2.78555, -8.43050], [3.33862, 1.47713, -10.38638], [1.67753, 2.10513, -10.56453], [0.83390, 0.14963, -12.08011], [1.75893, -1.30636, -11.75849], [2.61580, 0.19950, -12.24983], [0.37152, -1.34593, 3.37374], [1.61309, -0.81095, 2.91921], [1.50019, 0.18349, 1.93074], [1.16861, -0.40839, 0.57172], [0.99632, 0.65026, -0.41342], [0.85309, 0.06764, -1.74982], [-0.50463, -0.61772, -1.96049], [-1.61112, 0.17434, -1.58603], [-1.86960, 1.27351, -2.44562], [0.67597, -2.04583, 4.15123], [-0.15201, -1.97391, 2.65115], [-0.27951, -0.55763, 3.75658], [2.47220, 0.68287, 1.87178], [0.76713, 0.94688, 2.23360], [0.26368, -1.01812, 0.70621], [1.93683, -1.15524, 0.35692], [0.14188, 1.18242, -0.27676], [1.59400, -0.72528, -1.88185], [1.01333, 0.74679, -2.59086], [-0.59118, -1.54266, -1.39120], [-0.57339, -0.89571, -3.02012], [-2.77149, 1.80990, -2.14555], [-2.08651, 0.96128, -3.46851], [-1.08062, 2.02696, -2.37853], [-9.20098, 1.41218, -0.05305], [-8.74615, 0.51333, 0.91071], [-7.67771, 0.98286, 1.68804], [-7.06468, -0.12849, 2.53106], [-6.37857, -1.14984, 1.76900], [-5.73393, -2.12672, 2.65785], [-4.79712, -3.04714, 1.93898], [-3.73668, -2.27142, 1.37716], [-2.68555, -3.08153, 0.90151], [-9.90332, 0.94133, -0.74060], [-8.36998, 1.81687, -0.63978], [-9.76983, 2.24610, 0.38119], [-8.09357, 1.75450, 2.35219], [-6.92248, 1.50323, 1.08125], [-7.92278, -0.61150, 3.01509], [-6.47258, 0.31785, 3.34238], [-5.64738, -0.68364, 1.23466], [-6.60133, -2.68812, 3.02661], [-5.30488, -1.64954, 3.54503], [-5.32916, -3.51539, 1.10300], [-4.44289, -3.84749, 2.59268], [-2.12237, -3.61401, 1.67759], [-1.93796, -2.49660, 0.36458], [-3.09569, -3.85030, 0.23761], [1.58525, -3.21107, -5.16622], [2.32921, -2.10319, -4.44430], [3.23306, -2.61945, -3.31808], [2.37710, -3.05769, -2.27858], [3.09981, -3.22900, -1.07218], [3.08287, -1.32840, -5.43962], [0.85338, -2.82350, -5.87727], [1.00125, -3.78749, -4.44198], [2.26750, -3.88154, -5.69107], [1.58439, -1.44310, -3.97469], [3.91262, -1.82397, -2.99727], [3.84160, -3.44999, -3.69884], [2.38876, -3.25782, -0.24540], [3.79419, -2.40625, -0.86604], [3.67986, -4.15677, -1.12762], [2.45503, -1.17946, -6.21558], [3.37389, -0.45028, -5.00557], [-2.48336, 0.94851, 2.27132], [-3.60676, 1.36073, 1.32339], [-3.31582, 2.69417, 0.65072], [-3.10208, 3.65661, 1.68744], [-2.75483, 4.90387, 1.16110], [-3.79779, 0.34183, 0.28639], [-2.39414, 1.71460, 3.04538], [-1.52936, 0.77481, 1.77015], [-2.80653, 0.01929, 2.73796], [-4.51508, 1.52231, 1.91326], [-4.13939, 3.12445, 0.06809], [-2.44934, 2.64565, -0.02149], [-3.44842, 5.30006, 0.40980], [-1.73729, 4.96411, 0.76270], [-2.79023, 5.68112, 1.92825], [-3.81057, -0.63637, 0.61022], [-3.00798, 0.40302, -0.35793], [5.71780, 2.85775, -3.69498], [4.92227, 1.54319, -3.81030], [4.16582, 1.16418, -2.53209], [5.07124, 1.37750, -1.47040], [4.60465, 1.06237, -0.18534], [4.00106, 1.65397, -4.93654], [6.11376, 3.19717, -4.65265], [6.52084, 2.84571, -2.95513], [5.07965, 3.67866, -3.35063], [5.61186, 0.71365, -3.98883], [3.91779, 0.09759, -2.55437], [3.22096, 1.71252, -2.43387], [3.56304, 1.33524, 0.00677], [5.21141, 1.61292, 0.53697], [4.77123, -0.00022, 0.03541], [4.49081, 2.08936, -5.70606], [3.22385, 2.25936, -4.69300], [1.95433, 6.44192, 4.40737], [2.11474, 5.91124, 5.82973], [2.35943, 4.41912, 5.85760], [1.33969, 3.76673, 5.13708], [1.45019, 2.36638, 5.12571], [3.23608, 6.64887, 6.43543], [2.86950, 6.45908, 3.81947], [1.40419, 7.38575, 4.42057], [1.24585, 5.83121, 3.83908], [1.14465, 6.06255, 6.31899], [2.41170, 4.03219, 6.88317], [3.33572, 4.20235, 5.39991], [0.65712, 1.91743, 4.52569], [1.37252, 1.90712, 6.11497], [2.38348, 2.10300, 4.61446], [3.24000, 6.50402, 7.44106], [3.05702, 7.63701, 6.29784]], "e_tot_ha": -4341.58078, "lumo_ev": 0.523, "total_charge": 0, "e_above_lowest_kcal_mol": 0.0}